# 1
{
  "formula": "C24H39Br33ClNO4P",
  "method": "the ωB97M-V functional and the def2-TZVPD basis",
  "total_charge": 1,
  "gap_ev": 8.808,
  "homo_energy_ha": -0.417,
  "lumo_energy_ev": -2.53,
  "species": ["C", "C", "C", "Cl", "N", "C", "C", "C", "C", "C", "C", "C", "C", "O", "C", "C", "O", "P", "O", "O", "H", "H", "H", "H", "H", "H", "H", "H", "H", "H", "H", "H", "H", "H", "H", "H", "H", "H", "H", "H", "H", "H", "H", "H", "H", "H", "H", "H", "C", "Br", "Br", "Br", "H", "C", "Br", "Br", "Br", "H", "C", "Br", "Br", "Br", "H", "C", "Br", "Br", "Br", "H", "C", "Br", "Br", "Br", "H", "C", "Br", "Br", "Br", "H", "C", "Br", "Br", "Br", "H", "C", "Br", "Br", "Br", "H", "C", "Br", "Br", "Br", "H", "C", "Br", "Br", "Br", "H", "C", "Br", "Br", "Br", "H"],
  "positions_angstrom": [[6.1779, -0.5041, 1.3832], [4.9368, -1.0998, 0.6770], [4.7418, -0.6157, -0.7795], [5.6954, 0.8311, -1.2233], [3.3130, -0.4442, -1.1743], [2.6912, 0.8332, -0.6891], [1.3128, 0.6484, 0.0223], [0.1607, 1.2810, -0.8061], [-0.9330, 1.8788, 0.1185], [-2.4074, 1.5448, -0.2365], [-2.7574, 0.1086, -0.6622], [-4.2634, -0.1705, -0.4733], [-4.7081, -1.3149, -1.4162], [-5.5528, -2.2588, -0.7101], [-5.0853, -3.5452, -0.9127], [-4.4329, -4.2735, 0.2566], [-5.1687, -4.0520, -1.9352], [3.2083, -0.7626, -2.9976], [1.9476, -1.7296, -3.3021], [3.0962, 0.6355, -3.8006], [5.9689, 0.5038, 1.7288], [7.0502, -0.5584, 0.7348], [6.3884, -1.1803, 2.2131], [5.1384, -2.1742, 0.6232], [4.0416, -0.9855, 1.2889], [5.1339, -1.4028, -1.4209], [2.7910, -1.2078, -0.7157], [3.3399, 1.3009, 0.0455], [2.5330, 1.5692, -1.4760], [1.3499, 1.2201, 0.9516], [1.1133, -0.3884, 0.3121], [-0.2211, 0.5899, -1.5609], [0.6139, 2.1121, -1.3554], [-0.7580, 1.6858, 1.1799], [-0.8477, 2.9651, 0.0150], [-2.9858, 1.7239, 0.6801], [-2.7836, 2.2817, -0.9482], [-2.1790, -0.6859, -0.1809], [-2.5737, 0.0390, -1.7434], [-4.8516, 0.7133, -0.7147], [-4.4560, -0.4678, 0.5610], [-3.8272, -1.7814, -1.8600], [-5.3181, -0.8917, -2.2176], [-4.3418, -5.3158, -0.0342], [-5.0594, -4.1614, 1.1362], [-3.4539, -3.8351, 0.4591], [2.3644, -2.5360, -3.6537], [4.0018, 1.0032, -3.8841], [-0.4115, -4.0075, 1.9834], [1.3440, -3.9296, 1.1783], [-0.3093, -4.4943, 3.8383], [-1.4095, -2.3778, 1.7256], [-0.9534, -4.7952, 1.4765], [4.4719, 3.5052, 2.1475], [4.3965, 4.8641, 3.5021], [3.9377, 1.7715, 2.8146], [3.4526, 3.9826, 0.5862], [5.5065, 3.4154, 1.8413], [-7.5471, 2.3529, -2.2527], [-5.8241, 2.5888, -3.0927], [-7.3694, 1.7454, -0.4315], [-8.6275, 3.9411, -2.3739], [-8.0612, 1.5739, -2.7983], [4.3497, -3.0607, -6.5857], [3.2075, -3.6599, -8.0113], [3.9936, -1.2280, -6.1045], [4.2339, -4.2145, -5.0384], [5.3680, -3.1084, -6.9466], [6.3654, 5.9846, -2.1821], [4.6734, 6.9044, -2.2307], [6.1843, 4.2144, -1.4323], [7.2117, 5.9387, -3.9123], [7.0148, 6.5434, -1.5227], [-0.1615, -1.5366, 5.5939], [1.3891, -0.8232, 4.6944], [0.2527, -2.0938, 7.3892], [-1.6395, -0.3016, 5.5438], [-0.4648, -2.4198, 5.0467], [2.8157, 5.9359, 7.5043], [1.7386, 4.7921, 6.3881], [4.2820, 4.9737, 8.3031], [3.4230, 7.4932, 6.5421], [2.1844, 6.2833, 8.3101], [-10.4067, 5.9130, 1.3469], [-8.9145, 6.7186, 2.2634], [-10.5888, 6.5900, -0.4494], [-10.3094, 3.9877, 1.3767], [-11.3009, 6.1950, 1.8846], [5.5745, 2.5448, -6.3613], [7.1180, 3.1427, -7.3411], [6.0427, 2.0200, -4.5586], [4.1625, 3.8538, -6.3665], [5.1975, 1.6629, -6.8617], [1.4335, -8.3163, 2.9346], [0.1556, -7.5879, 1.6843], [2.0701, -10.0418, 2.3719], [2.8848, -7.0881, 3.2654], [0.9149, -8.4560, 3.8731], [-8.7057, -4.9410, 1.6739], [-9.9853, -5.7969, 0.5161], [-7.6080, -6.2283, 2.6038], [-7.6321, -3.6518, 0.7239], [-9.2657, -4.4002, 2.4238]],
  "forces_ev_per_angstrom": [[-0.580, -0.759, -0.166], [0.634, 0.124, -0.007], [0.775, -0.653, 0.167], [-0.533, -0.139, -0.028], [-1.711, 1.046, 0.779], [-1.129, 0.399, 1.538], [0.010, 0.479, -0.707], [0.321, -0.017, 0.684], [-0.575, 0.161, -0.809], [0.210, -0.275, 1.158], [-0.519, 0.729, -0.854], [0.455, -0.666, -0.409], [-0.654, 1.020, 0.404], [1.132, -0.097, 0.418], [0.595, 1.185, 4.132], [-0.401, 0.685, -0.014], [-0.410, -2.120, -5.015], [3.997, -2.171, -2.621], [-0.670, 1.581, 0.845], [-1.707, -0.254, 1.380], [0.384, -0.096, -0.026], [-0.021, 0.228, -0.038], [-0.001, 0.355, 0.251], [-0.324, 0.016, -0.182], [-0.079, 0.286, -0.037], [-0.068, 0.181, -0.218], [0.149, 0.107, -0.140], [0.363, -0.274, -0.199], [0.510, -0.403, -0.385], [0.230, -0.126, 0.034], [-0.025, -0.048, -0.082], [-0.139, -0.061, 0.139], [-0.145, -0.074, -0.084], [0.161, -0.378, -0.145], [0.004, -0.044, 0.238], [0.068, 0.200, -0.086], [-0.060, -0.292, -0.248], [0.118, 0.320, 0.015], [0.229, -0.189, 0.113], [0.161, 0.043, 0.224], [-0.138, 0.120, -0.046], [-0.183, -0.365, 0.074], [0.174, -0.124, -0.132], [0.043, -0.006, 0.104], [0.237, -0.091, 0.173], [-0.056, -0.004, -0.032], [-0.125, -0.007, -0.070], [0.020, 0.087, -0.048], [-0.070, 0.034, -0.004], [-0.054, 0.120, 0.020], [0.044, -0.266, -0.166], [0.285, -0.053, 0.160], [0.048, -0.009, 0.006], [0.125, 0.163, 0.030], [-0.050, -0.153, -0.103], [-0.240, 0.186, 0.218], [-0.348, 0.136, 0.300], [-0.030, -0.011, -0.044], [-0.107, 0.040, -0.013], [-0.050, -0.022, 0.062], [-0.135, 0.102, -0.085], [0.142, -0.120, 0.057], [0.038, 0.002, 0.010], [-0.024, -0.055, -0.223], [0.077, 0.061, 0.181], [0.035, -0.148, -0.389], [-0.068, 0.097, -0.007], [0.000, -0.013, 0.072], [0.046, 0.099, -0.118], [0.095, -0.121, -0.005], [0.287, 0.116, -0.175], [-0.107, -0.037, 0.103], [-0.015, -0.035, 0.005], [-0.148, 0.090, 0.121], [-0.017, -0.017, -0.033], [-0.012, 0.046, -0.148], [0.113, -0.046, -0.005], [0.049, 0.278, 0.110], [0.032, -0.024, 0.007], [0.028, 0.034, 0.068], [-0.082, 0.061, -0.089], [-0.007, -0.119, 0.015], [0.012, 0.003, -0.025], [0.024, -0.034, 0.002], [-0.077, -0.067, -0.081], [0.005, -0.010, 0.097], [0.013, 0.125, -0.013], [0.019, 0.002, -0.019], [-0.063, 0.142, -0.261], [-0.113, -0.045, 0.163], [0.038, -0.034, -0.034], [0.117, -0.103, 0.069], [0.032, -0.008, 0.037], [0.081, -0.022, 0.057], [0.035, -0.161, -0.058], [-0.047, 0.155, 0.005], [-0.100, -0.078, -0.038], [-0.002, 0.030, -0.028], [-0.035, 0.017, -0.049], [0.113, 0.038, 0.070], [-0.037, 0.066, -0.073], [-0.647, -0.023, 0.196], [0.019, -0.028, -0.002]]
}


# 2
{
  "formula": "C3H3NO3",
  "method": "the ωB97M-V functional and the def2-TZVPD basis",
  "gap_ev": 9.429,
  "homo_energy_ha": -0.335,
  "e_above_lowest_ev": 4.845,
  "lumo_energy_ev": 0.32,
  "species": ["C", "C", "C", "O", "O", "N", "O", "H", "H", "H"],
  "positions_angstrom": [[0.2829, -0.8667, -0.0238], [1.4239, 0.1351, -0.0378], [-0.7295, 0.2387, 0.0184], [0.7041, 1.3054, 0.5125], [-2.0128, 0.0078, 0.2592], [-0.2757, 1.3327, -0.5723], [2.6014, 0.0566, -0.0680], [-2.5391, 0.7708, -0.0227], [0.2450, -1.4754, -0.9268], [0.2999, -1.5049, 0.8614]],
  "forces_ev_per_angstrom": [[0.222, 0.186, 0.506], [0.652, 0.655, 3.198], [-2.520, 0.190, -2.992], [4.166, -0.452, -0.522], [0.533, -0.758, -0.226], [-2.663, -0.158, 0.691], [-0.519, -0.009, -0.763], [0.190, 0.279, 0.116], [-0.444, 0.063, 0.022], [0.383, 0.005, -0.030]]
}


# 3
{
  "formula": "C35H25ClF10N3OsP",
  "method": "the ωB97M-V functional and the def2-TZVPD basis",
  "total_charge": 2,
  "gap_ev": 6.854,
  "homo_energy_ha": -0.504,
  "e_above_lowest_ev": 0.475,
  "lumo_energy_ev": -6.86,
  "species": ["Os", "C", "N", "C", "C", "N", "C", "C", "F", "C", "F", "C", "F", "C", "F", "C", "F", "C", "C", "N", "C", "C", "F", "C", "F", "C", "F", "C", "F", "C", "F", "H", "H", "H", "H", "H", "H", "H", "H", "H", "H", "H", "Cl", "C", "C", "C", "C", "C", "C", "P", "C", "C", "C", "C", "C", "C", "C", "C", "C", "C", "C", "C", "H", "H", "H", "H", "H", "H", "H", "H", "H", "H", "H", "H", "H", "H"],
  "positions_angstrom": [[-0.3259, 1.4747, 0.4470], [-1.0121, 3.8390, -1.4029], [-0.6929, 3.5671, 0.0169], [-1.8704, 3.8791, 0.8579], [-2.9135, 2.7605, 0.6452], [-2.2212, 1.4889, 0.3289], [-2.9182, 0.5806, -0.4964], [-2.2906, 0.1934, -1.6755], [-1.0460, 0.6969, -1.9331], [-2.8812, -0.6399, -2.5963], [-2.2417, -0.9987, -3.6996], [-4.1546, -1.1235, -2.3272], [-4.7276, -1.9634, -3.1685], [-4.8138, -0.7493, -1.1644], [-6.0197, -1.2246, -0.9107], [-4.1992, 0.1074, -0.2628], [-4.8305, 0.4596, 0.8548], [0.6000, 4.1977, 0.3805], [1.7245, 3.3904, -0.2794], [1.4093, 1.9521, -0.1701], [2.3029, 0.9975, -0.7383], [2.7981, -1.3199, 0.2739], [1.9009, -2.5742, 2.1666], [3.3342, -2.5076, -0.3956], [3.1729, -3.7244, -0.0478], [4.5598, -2.0429, -0.9662], [5.5288, -2.9272, -1.0969], [4.7644, -0.7032, -1.7601], [5.8087, -0.8426, -2.5927], [3.8037, 1.1303, -1.0746], [4.2665, 2.3971, -1.2345], [-1.1181, 4.9144, -1.5611], [-1.9426, 3.3458, -1.6744], [-0.2239, 3.4559, -2.0478], [-2.3030, 4.8471, 0.5916], [-1.5456, 3.9358, 1.8960], [-3.6030, 3.0106, -0.1642], [-3.5158, 2.6328, 1.5468], [0.6867, 4.1747, 1.4678], [0.6419, 5.2416, 0.0584], [2.6801, 3.6189, 0.1932], [1.8311, 3.6573, -1.3348], [-0.1293, 1.6170, 2.7259], [-0.6729, -0.0520, 3.2886], [-1.1077, -0.0772, 4.5945], [-1.4992, -1.3163, 5.0844], [-1.4202, -2.4340, 4.2673], [-0.9650, -2.3293, 2.9606], [-0.5894, -1.1030, 2.4008], [0.2843, -0.7969, 0.7037], [1.9331, -0.4132, -0.5621], [2.1451, 0.0336, -1.9604], [3.6345, 0.2196, -2.2996], [4.8524, 0.1484, -0.4764], [4.3230, -1.0354, 0.3672], [1.9067, -1.3771, 1.5094], [-0.4821, -2.1071, -0.3017], [0.1656, -2.7000, -1.3869], [-0.4587, -3.6823, -2.1401], [-1.7515, -4.0805, -1.8327], [-2.4184, -3.4818, -0.7739], [-1.7910, -2.5047, -0.0163], [-1.1442, 0.8124, 5.2079], [-1.8577, -1.4006, 6.1009], [-1.7125, -3.4011, 4.6534], [-0.8927, -3.2248, 2.3569], [1.3506, 0.0135, -2.6954], [3.8645, 0.6052, -3.2902], [5.7989, 0.5547, -0.1288], [4.7927, -1.3255, 1.3017], [2.2312, -0.5964, 2.2097], [1.1498, -2.3697, -1.6880], [0.0629, -4.1298, -2.9755], [-2.2386, -4.8473, -2.4199], [-3.4315, -3.7773, -0.5319], [-2.3361, -2.0474, 0.7971]],
  "forces_ev_per_angstrom": [[0.408, 0.213, 0.819], [0.030, -0.078, -0.022], [-0.014, 0.183, -0.015], [-0.038, -0.012, -0.042], [0.015, 0.089, -0.069], [-0.232, -0.264, -0.275], [0.066, 0.165, -0.200], [-0.020, 0.093, -0.042], [-0.080, -0.108, 0.030], [0.024, -0.013, -0.011], [-0.008, 0.011, 0.015], [-0.036, -0.002, -0.012], [0.013, 0.011, 0.017], [-0.004, 0.013, 0.005], [0.004, -0.005, 0.005], [0.033, -0.052, 0.042], [-0.033, -0.015, -0.014], [-0.003, -0.034, -0.052], [-0.076, 0.014, -0.100], [0.005, 0.159, 0.017], [-0.206, -0.091, -0.275], [-0.099, 0.084, -0.078], [-0.015, -0.033, -0.015], [0.053, 0.138, 0.001], [0.128, 0.055, 0.136], [-0.042, -0.368, -0.481], [-0.020, 0.034, -0.032], [0.080, 0.029, 0.157], [0.022, 0.038, 0.021], [-0.018, -0.019, 0.088], [0.011, 0.009, 0.007], [-0.003, 0.004, 0.004], [0.006, 0.009, -0.011], [-0.009, 0.008, -0.002], [-0.004, 0.005, 0.022], [0.005, -0.069, -0.008], [0.012, -0.006, 0.002], [0.023, 0.016, 0.001], [0.031, -0.022, -0.006], [-0.005, 0.004, 0.010], [-0.030, 0.000, 0.060], [0.060, 0.005, 0.020], [-0.116, -0.161, -0.037], [0.047, 0.103, -0.077], [-0.008, -0.103, 0.021], [0.002, 0.072, 0.021], [0.005, -0.039, -0.027], [0.049, -0.041, -0.054], [0.015, 0.135, 0.094], [0.021, -0.038, 0.187], [-0.031, -0.318, -0.177], [0.091, 0.256, 0.050], [-0.029, -0.041, -0.054], [0.006, -0.077, -0.035], [-0.142, 0.132, 0.369], [0.063, 0.078, -0.031], [-0.040, -0.017, 0.030], [-0.018, 0.059, 0.009], [-0.020, -0.010, -0.014], [0.019, -0.005, -0.014], [0.007, 0.019, 0.025], [0.001, -0.043, 0.020], [-0.003, 0.008, -0.001], [0.002, 0.006, 0.001], [0.003, -0.003, -0.005], [-0.017, -0.011, 0.001], [0.020, -0.092, -0.014], [-0.001, 0.021, 0.008], [0.002, 0.021, -0.030], [0.022, -0.062, -0.031], [0.007, -0.017, 0.014], [0.000, -0.013, 0.003], [-0.001, -0.005, -0.002], [-0.001, 0.000, -0.003], [0.000, -0.007, 0.001], [0.010, -0.001, 0.034]]
}